The following is a DFT calculation (ωB97M-V with the def2-TZVPD basis set) of a structure of composition C21H20AsN12SV.

Properties
**Maximum force**: 2.9 eV/A
**Orbital gap (alpha / beta)**: 0.245 / 0.246 Ha
**Highest occupied orbital energy (alpha / beta)**: -8.2 / -8.4 eV
**Spin multiplicity**: 3
**Charge**: 0
**Energy relative to the best compared isomer or geometry (same formula, charge and spin)**: 0.763 eV
**LUMO energy (alpha / beta)**: -1.57 / -1.65 eV

The geometry in XYZ format:
```
56
C21H20AsN12SV ωB97M-V with the def2-TZVPD basis set
V -0.91 -0.92 0.02
N 3.58 8.02 -2.37
C 3.06 7.02 -2.18
C 2.43 5.78 -1.93
C 3.15 4.59 -2.04
C 2.54 3.38 -1.75
C 1.22 3.35 -1.32
C 0.49 4.54 -1.24
C 1.09 5.74 -1.54
C 0.60 2.08 -0.90
C 0.17 1.97 0.42
C 0.27 2.96 1.44
C -0.34 2.44 2.55
C -0.78 1.15 2.19
N -0.47 0.86 0.93
C 0.45 1.05 -1.83
C 0.75 1.11 -3.22
C 0.36 -0.10 -3.75
C -0.15 -0.86 -2.70
N -0.10 -0.18 -1.54
H 4.19 4.62 -2.35
H 3.10 2.46 -1.82
H -0.54 4.50 -0.94
H 0.53 6.66 -1.48
H 0.73 3.92 1.33
H -0.46 2.90 3.51
H -1.34 0.48 2.82
H 1.17 1.95 -3.73
H 0.43 -0.41 -4.78
H -0.53 -1.87 -2.77
N -2.73 -2.16 2.38
C -1.39 -2.23 2.54
N -0.78 -2.89 3.53
N 0.49 -2.71 3.39
N 0.67 -1.95 2.34
N -0.48 -1.63 1.75
C -3.32 -1.29 1.49
N -4.60 -0.97 1.46
N -4.72 -0.13 0.44
N -3.59 0.07 -0.13
N -2.67 -0.64 0.51
H -3.33 -2.59 3.06
C -1.52 -5.57 1.37
As -0.02 -4.57 0.54
C 1.93 -1.49 1.85
C 0.27 -5.82 -0.97
S -1.21 -3.11 -0.61
H -1.16 -6.50 1.79
H -2.29 -5.78 0.63
H -1.95 -4.98 2.18
H 2.66 -2.30 1.94
H 2.28 -0.64 2.45
H 1.82 -1.19 0.81
H 0.80 -6.70 -0.65
H 0.85 -5.32 -1.75
H -0.69 -6.11 -1.40
```